C42H68O44S5 | ωB97M-V/def2-TZVPD

Values from the calculation:
HOMO energy: -10.46 eV
Orbital gap: 10.2893 eV
Molar mass: 1437.30 g mol⁻¹
Relative energy (zero: lowest compared OMol25 entry of this formula, charge and spin): 26.90 kJ/mol

Geometry as ORCA input:
```
! RIJCOSX wB97M-V def2-TZVPD def2/J DEFGRID3
* xyz 0 1
C -19.5149 -22.6911 -3.2871
C -20.2982 -21.4122 -3.6295
C -19.4061 -20.5092 -4.4461
O -20.2742 -20.1165 -5.5037
C -21.2862 -20.9871 -5.5911
O -21.9652 -21.0562 -6.5672
O -21.3799 -21.7727 -4.5112
H -18.6011 -22.4125 -2.7108
H -19.2730 -23.2531 -4.1909
H -20.1912 -23.3567 -2.7193
H -20.7413 -21.0412 -2.6956
H -18.5624 -21.0953 -4.8876
H -19.0420 -19.6010 -3.9335
C -20.2012 -19.4566 -10.0856
C -21.5460 -18.8861 -9.6911
C -21.4941 -18.1019 -8.3087
O -21.5468 -16.7150 -8.7464
C -22.0927 -16.7088 -9.9921
O -22.5637 -15.7088 -10.4363
O -22.1260 -17.8841 -10.6047
H -20.0958 -19.8652 -11.1131
H -19.9809 -20.2570 -9.3554
H -19.4502 -18.6721 -9.9135
H -22.1793 -19.7686 -9.6368
H -20.5022 -18.2985 -7.8671
H -22.3779 -18.2740 -7.6988
C -17.4869 -11.2441 -2.6712
C -16.4466 -10.6269 -1.7546
C -16.9401 -10.6981 -0.2664
O -15.7943 -11.1267 0.4456
C -14.8698 -11.6292 -0.4560
O -13.7939 -12.0326 -0.0863
O -15.2833 -11.5310 -1.7424
H -17.6587 -12.2879 -2.3681
H -17.2297 -11.2190 -3.7498
H -18.3862 -10.6375 -2.4120
H -16.1305 -9.6390 -2.1227
H -17.7365 -11.4557 -0.2291
H -17.2232 -9.7196 0.2347
C -23.4055 -8.8335 -1.7890
C -23.4863 -10.3512 -1.7453
C -24.7029 -10.9697 -2.4168
O -24.3053 -11.3941 -3.7033
C -22.9149 -11.3218 -3.7832
O -22.2795 -11.6703 -4.7372
O -22.4199 -10.9306 -2.6237
H -23.5151 -8.4763 -2.8121
H -22.5065 -8.4145 -1.3366
H -24.3221 -8.4135 -1.2984
H -23.2530 -10.7034 -0.7351
H -25.5141 -10.2680 -2.5299
H -25.0428 -11.8303 -1.8734
C -22.1896 -13.9720 1.4476
C -20.9960 -13.0221 1.1648
C -20.5799 -12.9702 -0.2912
O -20.2807 -11.5642 -0.4572
C -21.0157 -10.8720 0.4611
O -21.1199 -9.6757 0.4986
O -21.5792 -11.6594 1.4277
H -22.4125 -14.0536 2.5306
H -22.0722 -15.0067 1.1269
H -23.0924 -13.6039 0.9335
H -20.1748 -13.1060 1.8496
H -21.4369 -13.3262 -0.8599
H -19.6996 -13.5339 -0.6335
C -19.6762 -14.8170 -10.8802
C -19.7867 -14.2812 -9.4830
C -18.6253 -14.7678 -8.5517
O -17.9373 -13.5896 -8.1973
C -18.5654 -12.5349 -8.6533
O -18.2639 -11.3993 -8.4148
O -19.6647 -12.8687 -9.4386
H -19.7712 -15.9058 -10.8924
H -18.7411 -14.5208 -11.3335
H -20.4561 -14.3867 -11.5550
H -20.6916 -14.5159 -8.9561
H -17.8916 -15.3622 -9.0781
H -19.0391 -15.2840 -7.6725
C -27.1513 -17.1853 -10.4713
C -25.7605 -16.5103 -10.4147
C -25.7538 -15.1301 -9.7129
O -25.2780 -15.3631 -8.3667
C -24.8179 -16.6145 -8.2607
O -24.3502 -17.1044 -7.2783
O -25.0504 -17.3120 -9.3408
H -27.0448 -18.2449 -10.5811
H -27.7579 -16.8415 -11.3532
H -27.6753 -16.9820 -9.5255
H -25.1253 -16.5187 -11.3243
H -26.7288 -14.6548 -9.8248
H -25.0390 -14.4699 -10.2561
C -14.8581 -14.2115 -5.5533
C -15.3379 -15.0535 -4.3937
C -16.7357 -15.6931 -4.7035
O -16.4834 -17.0731 -4.8188
C -15.2875 -17.3317 -4.3834
O -14.8282 -18.4356 -4.1735
O -14.6232 -16.2337 -4.1741
H -13.7880 -13.9784 -5.5261
H -15.3425 -13.2096 -5.4286
H -15.2154 -14.6959 -6.4823
H -15.4129 -14.5405 -3.4542
H -17.1182 -15.3240 -5.6622
H -17.5320 -15.5275 -3.9535
C -18.6946 -9.1742 -6.2720
C -19.9517 -9.0900 -5.3321
O -19.4717 -8.3230 -4.1238
S -18.2023 -7.5520 -4.4541
O -17.2145 -8.1275 -3.6652
O -18.3733 -6.1460 -4.4769
O -18.0027 -8.0121 -5.9123
H -18.8277 -9.0154 -7.3206
H -18.1281 -10.0971 -6.1418
H -20.3532 -10.0006 -4.9271
H -20.6611 -8.4350 -5.8031
C -26.5718 -16.2511 -3.1136
C -25.2850 -16.7898 -3.9570
O -24.2432 -16.6440 -3.0864
S -24.5393 -15.7833 -1.7925
O -23.7678 -14.6279 -1.7999
O -24.4767 -16.6243 -0.6888
O -26.0451 -15.4019 -2.0865
H -27.1937 -16.9762 -2.6515
H -27.1461 -15.6207 -3.7656
H -25.1311 -16.1977 -4.8450
H -25.3454 -17.8356 -4.2595
C -24.6382 -12.4688 -7.2345
C -23.4281 -11.9355 -8.0102
O -24.0435 -10.8922 -8.9111
S -25.5299 -11.2971 -9.2061
O -25.6873 -11.8460 -10.4842
O -26.3149 -10.1857 -8.9860
O -25.7341 -12.4920 -8.1796
H -24.8322 -11.9005 -6.2970
H -24.6126 -13.5070 -6.8797
H -23.0795 -12.7608 -8.6510
H -22.5994 -11.4837 -7.5026
C -17.3806 -17.0627 0.1019
C -17.1119 -17.9241 -1.1766
O -18.1145 -17.5511 -2.0751
S -18.9573 -16.3637 -1.5716
O -20.3176 -16.5373 -1.8530
O -18.2833 -15.1521 -1.8565
O -18.7810 -16.7761 -0.0220
H -16.8137 -16.1431 0.1370
H -17.2285 -17.7654 0.9139
H -17.2798 -19.0003 -0.9626
H -16.1349 -17.8054 -1.6742
C -21.1348 -16.6770 -4.9230
C -22.2649 -15.6794 -5.4291
O -21.9837 -14.5616 -4.5736
S -20.4449 -14.2910 -4.6560
O -20.0263 -13.7042 -3.4814
O -20.0664 -13.7122 -5.8853
O -19.9877 -15.8389 -4.6896
H -20.7565 -17.3875 -5.6498
H -21.4390 -17.1681 -4.0055
H -23.2288 -16.1220 -5.2689
H -22.2646 -15.4878 -6.5079
*
```